(1)
DFT (ωB97M-V with the def2-TZVPD basis set) results for C6H8N2O in the gas phase at a distorted geometry.

The value obtained for the energy relative to the best compared isomer or geometry (same formula, charge and spin) is 726.5 kJ/mol. As for the largest force on an atom: 0.0870 Eh/bohr. The value obtained for the LUMO energy (alpha / beta) is 0.62 / 0.81 eV. For the HOMO energy (alpha / beta), the calculation gives -6.12 / -6.55 eV. The total energy comes out at -11371.818 eV.

```
17
Properties=species:S:1:pos:R:3:forces:R:3
C 1.5609 -1.8454 -0.4982 0.087 -1.458 -1.761
C 1.4190 -1.9699 0.8022 0.807 1.414 -0.272
C -1.8412 -0.6454 -0.0931 1.253 -1.208 -0.588
C -1.7035 0.8271 0.1838 -1.562 0.562 -0.465
C -0.4608 1.1390 0.8723 3.897 -0.260 2.178
C 0.7318 -0.8628 0.0469 -3.162 -0.419 1.764
N 0.7174 0.4948 0.1511 -0.762 1.908 0.882
N 0.9056 1.2344 -1.0281 0.824 0.867 1.002
O -2.7494 -1.3440 -0.4390 0.597 1.083 0.501
H 1.8069 -2.2839 -1.4818 0.370 0.355 0.930
H 1.8982 -2.3106 1.7232 -0.750 -0.188 -0.433
H -1.5360 1.4165 -0.7392 -0.931 -0.579 -0.153
H -2.5159 1.2880 0.7790 -0.058 -0.439 -0.578
H -0.2891 2.2733 0.8180 0.032 -1.837 0.490
H -0.2999 0.7057 1.9219 -0.887 0.940 -1.187
H 0.5059 0.8184 -1.8070 -1.879 -1.243 -1.848
H 1.8502 1.0650 -1.2121 2.125 0.504 -0.460
```
Forces are in eV/Å.

(2)
DFT (ωB97M-V with the def2-TZVPD basis set) results for C4H6N2O in the gas phase at a distorted geometry.

The value obtained for the energy relative to the best compared isomer or geometry (same formula, charge and spin) is 334.6 kJ/mol. As for the largest force on an atom: 0.0203 Eh/bohr. The value obtained for the LUMO energy is 0.40 eV. For the HOMO energy, the calculation gives -9.50 eV. The total energy comes out at -9270.034 eV.

```
13
Properties=species:S:1:pos:R:3:forces:R:3
C -2.2075 -0.0037 -0.2448 -0.042 -0.008 0.005
C -0.7833 -0.4110 0.0713 -0.066 -0.213 -0.055
O -0.1829 0.7479 0.6970 0.180 0.154 0.188
C 1.0937 1.0230 0.7700 -0.226 -0.244 -0.191
N 1.9047 -0.0121 0.3325 -0.015 0.266 -0.141
C 3.1161 0.4030 -0.1062 0.892 0.289 -0.450
N 4.0958 0.8172 -0.5621 -0.718 -0.538 0.535
H -2.2163 0.7679 -1.0207 0.003 -0.114 0.148
H -2.7949 -0.8569 -0.5959 0.117 0.080 0.056
H -2.6744 0.4053 0.6555 0.010 -0.095 -0.148
H -0.2374 -0.6790 -0.8429 -0.069 0.100 0.168
H -0.7368 -1.2456 0.7789 -0.042 0.060 -0.093
H 1.6233 -0.9560 0.0675 -0.023 0.262 -0.020
```
Forces are in eV/Å.

(3)
DFT (ωB97M-V with the def2-TZVPD basis set) results for C4H8N2 in the gas phase at a distorted geometry.

The value obtained for the energy relative to the best compared isomer or geometry (same formula, charge and spin) is 281.6 kJ/mol. As for the largest force on an atom: 0.0744 Eh/bohr. The value obtained for the LUMO energy is 1.03 eV. For the HOMO energy, the calculation gives -7.80 eV. The total energy comes out at -7254.957 eV.

```
14
Properties=species:S:1:pos:R:3:forces:R:3
C -2.0641 0.5267 1.1686 1.080 0.091 0.463
N -0.8007 0.3754 1.4724 -1.253 0.272 -0.960
N -0.0062 0.0241 0.4758 -0.138 0.512 0.552
C 1.4180 -0.1753 0.4788 -0.484 1.384 -0.152
C 1.2795 -0.3179 -1.1213 2.040 -2.936 1.359
C -0.2027 -0.1236 -0.9319 -1.944 0.765 -0.186
H -2.7229 0.9336 1.9431 0.266 -0.426 -0.367
H -2.4301 0.3134 0.1572 -0.065 0.197 0.358
H 1.5707 -1.0486 1.0736 1.159 -0.816 0.070
H 1.9251 0.7153 0.9198 0.188 -0.686 -0.558
H 1.7093 -1.3320 -1.4848 -1.411 1.242 0.710
H 1.8663 0.3198 -1.7194 0.197 1.531 -0.399
H -0.7095 0.7871 -1.3753 0.581 -0.873 0.030
H -0.8325 -0.9981 -1.0566 -0.215 -0.255 -0.921
```
Forces are in eV/Å.

(4)
DFT (ωB97M-V with the def2-TZVPD basis set) results for a 4-piece molecular cluster, C63H54N3O11S3 overall at a distorted geometry.

As for the largest force on an atom: 0.0550 Eh/bohr. The value obtained for the LUMO energy is -4.39 eV. For the HOMO energy, the calculation gives -10.86 eV. The total energy comes out at -125697.677 eV. As for the total charge: +1.

```
134
Properties=species:S:1:pos:R:3:forces:R:3
C 10.7173 2.4130 2.3274 0.123 -0.735 0.088
O 10.9916 3.0479 1.0879 -0.379 0.436 0.796
C 10.0987 4.0973 0.7607 0.433 0.460 -1.560
C 9.1345 3.6339 -0.3653 -0.868 -0.218 0.677
C 7.6411 3.9223 -0.0784 0.304 0.116 0.385
C 7.1973 5.3646 -0.4130 -0.651 -0.533 -0.410
C 5.6721 5.5065 -0.7433 0.286 0.201 0.817
C 4.8185 4.4884 0.0576 0.376 0.632 -0.064
C 3.3884 4.9362 0.2646 0.613 -0.863 0.667
C 2.6879 5.5581 -0.7179 0.781 0.111 -0.785
N 1.4278 5.9394 -0.5401 0.534 0.130 -0.621
C 0.7520 5.7277 0.5845 -1.624 0.486 0.480
C -0.6930 6.2033 0.5777 -0.162 0.020 -0.445
C -1.4596 5.8091 -0.7195 -0.218 -0.280 0.689
C -2.1065 4.3957 -0.5598 0.593 0.289 -0.251
S -1.2774 3.2604 -1.7562 -0.343 -0.441 -0.413
C -0.3673 2.0448 -0.8088 0.821 0.490 0.743
S 1.2268 2.2312 -0.5832 -0.188 -0.007 -0.124
N -0.9874 0.9051 -0.2565 -0.712 -0.195 0.184
C -1.3672 0.6850 1.0600 0.355 1.089 0.543
C -1.9016 -0.5518 1.1288 0.142 0.096 -0.275
N -1.8391 -1.1418 -0.1304 -0.677 -0.344 1.281
C -1.3139 -0.2561 -0.8937 0.194 -0.008 -1.775
C 1.3776 5.1141 1.6496 0.568 -0.193 0.248
C 0.6326 4.9007 2.9569 -0.282 0.556 -0.271
S 1.4981 5.6865 4.3709 2.517 -1.266 0.215
O 2.5364 6.5491 3.8954 -1.091 1.159 -0.669
O 2.0159 4.5978 5.1421 -1.178 -0.350 0.640
C 2.7166 4.6978 1.4653 -0.346 -0.368 0.838
C 3.4870 3.9556 2.5865 0.720 0.915 0.582
O 4.4103 4.4980 3.1387 -1.031 -1.159 -0.882
O 3.0666 2.6949 2.8540 0.067 0.971 -0.083
H 11.5936 2.4628 2.9863 -0.136 0.116 -0.162
H 10.5057 1.3482 2.1474 0.037 0.205 0.042
H 9.8533 2.8271 2.8623 0.155 0.133 -0.208
H 9.5730 4.5269 1.6237 0.027 -0.379 0.006
H 10.7133 4.9075 0.3375 -0.044 -0.118 0.313
H 9.3802 4.0521 -1.3484 0.216 -0.114 0.214
H 9.2362 2.5426 -0.4160 0.147 0.238 -0.134
H 7.0370 3.1512 -0.5751 0.060 0.368 -0.198
H 7.4680 3.7724 0.9996 0.025 -0.159 -0.240
H 7.3866 6.0176 0.4470 0.249 -0.103 -0.238
H 7.7639 5.7237 -1.2802 -0.032 0.102 0.263
H 5.4847 5.4808 -1.8226 0.014 -0.146 0.168
H 5.3933 6.5001 -0.3592 -0.106 -0.096 -0.436
H 5.2695 4.4365 1.0523 -0.051 -0.219 -0.275
H 4.8758 3.4955 -0.4039 -0.246 0.123 0.169
H 3.1806 5.7347 -1.6700 -0.444 0.207 0.019
H 0.9970 6.4137 -1.3257 -0.296 -0.087 0.199
H -0.7419 7.2877 0.7552 0.255 -0.168 -0.199
H -1.2616 5.7637 1.3991 0.268 0.096 -0.094
H -0.8132 5.7574 -1.6003 -0.182 0.340 0.082
H -2.2374 6.5591 -0.8949 0.140 -0.180 -0.055
H -1.9309 4.0113 0.4495 -0.360 -0.043 -0.182
H -3.1700 4.4564 -0.8022 0.129 -0.402 0.146
H -1.2072 1.4440 1.8155 -0.077 -0.144 -0.120
H -2.2982 -0.9823 2.0379 -0.039 -0.352 -0.362
H -1.1146 -0.4221 -1.9484 0.032 0.244 0.166
H -0.3629 5.3545 2.9455 0.206 -0.176 -0.113
H 0.5056 3.8310 3.1500 0.075 0.266 0.444
H 0.5678 6.3947 5.0785 -0.116 -0.188 -0.393
H 2.1311 2.6456 2.6125 0.132 -0.523 -0.184
C 0.4798 -3.2805 0.2086 0.087 -0.109 0.060
C 0.5799 -4.6618 0.3320 0.061 0.026 -0.071
C 1.3677 -5.3829 -0.5518 -0.127 -0.010 0.149
C 2.0492 -4.7261 -1.5694 -0.040 0.127 -0.021
C 1.9290 -3.3413 -1.7054 0.055 -0.120 -0.027
C 1.1521 -2.6239 -0.8066 -0.110 0.023 0.152
C 2.6101 -2.6227 -2.8150 -0.005 0.358 -0.053
O 2.5063 -1.4148 -2.9287 -0.024 -0.036 0.014
C 3.4121 -3.4132 -3.7858 -0.006 -0.122 0.018
C 4.0108 -2.7697 -4.8626 0.095 0.035 -0.143
C 4.7709 -3.4933 -5.7662 -0.003 -0.054 0.037
C 4.9443 -4.8629 -5.5937 -0.027 0.067 0.019
C 4.3457 -5.5106 -4.5256 0.098 -0.054 -0.142
C 3.5710 -4.7920 -3.6241 -0.032 0.152 0.009
C 2.9056 -5.5081 -2.5012 0.051 -0.386 0.028
O 3.0535 -6.7027 -2.3520 -0.016 0.043 -0.007
H -0.1269 -2.7177 0.9024 -0.012 -0.034 -0.014
H 0.0434 -5.1749 1.1200 0.040 0.011 0.016
H 1.4502 -6.4575 -0.4534 0.118 0.017 -0.099
H 1.0696 -1.5499 -0.9037 0.104 -0.019 -0.099
H 3.8796 -1.7043 -4.9965 -0.061 -0.012 0.121
H 5.2321 -2.9910 -6.6069 -0.004 -0.007 0.014
H 5.5444 -5.4255 -6.2971 -0.010 0.006 0.011
H 4.4773 -6.5764 -4.3949 -0.091 0.021 0.105
C -9.0061 5.6983 -3.5667 -0.011 -0.038 -0.029
C -9.8970 5.0585 -4.4225 0.056 -0.003 0.050
C -9.7632 3.7040 -4.6794 -0.119 0.124 -0.056
C -8.7312 2.9845 -4.0908 0.127 0.068 0.087
C -7.8223 3.6314 -3.2497 -0.054 -0.077 -0.054
C -7.9713 4.9873 -2.9823 -0.063 0.155 -0.023
C -6.6833 2.8881 -2.6489 0.223 0.165 0.220
O -5.8909 3.4504 -1.9127 0.020 -0.004 -0.057
C -6.5266 1.4454 -2.9742 -0.080 0.046 -0.059
C -5.4381 0.7494 -2.4673 0.206 -0.161 0.077
C -5.2807 -0.5972 -2.7487 -0.040 -0.024 -0.038
C -6.2209 -1.2580 -3.5336 0.011 0.081 0.021
C -7.3074 -0.5675 -4.0469 0.083 -0.169 -0.004
C -7.4592 0.7871 -3.7774 0.072 0.053 0.069
C -8.6110 1.5254 -4.3627 -0.269 -0.178 -0.225
O -9.4302 0.9537 -5.0496 0.036 0.023 0.018
H -9.1182 6.7550 -3.3604 -0.003 -0.016 -0.003
H -10.6979 5.6185 -4.8877 0.004 -0.012 0.014
H -10.4594 3.2062 -5.3409 0.068 -0.116 0.047
H -7.2764 5.4869 -2.3210 0.054 -0.117 0.001
H -4.7088 1.2624 -1.8538 -0.084 0.088 -0.001
H -4.4270 -1.1356 -2.3555 -0.026 0.002 0.024
H -6.1025 -2.3123 -3.7478 -0.005 0.014 0.004
H -8.0354 -1.0807 -4.6607 -0.055 0.130 -0.011
C -5.5822 -7.6009 7.2252 0.020 -0.057 -0.020
C -5.4845 -8.9829 7.3536 0.025 0.066 -0.032
C -4.7004 -9.7091 6.4728 -0.101 -0.052 0.149
C -4.0190 -9.0584 5.4518 -0.016 0.158 -0.044
C -4.1358 -7.6738 5.3086 0.030 -0.137 -0.008
C -4.9105 -6.9479 6.2053 -0.114 0.043 0.131
C -3.4527 -6.9654 4.1931 -0.050 0.363 -0.007
O -3.5492 -5.7604 4.0692 0.024 -0.034 -0.007
C -2.6540 -7.7664 3.2260 -0.011 -0.137 0.032
C -2.0550 -7.1314 2.1454 0.125 0.058 -0.179
C -1.2980 -7.8618 1.2452 0.009 -0.055 0.043
C -1.1276 -9.2312 1.4243 -0.024 0.050 0.024
C -1.7270 -9.8705 2.4967 0.100 -0.042 -0.143
C -2.4991 -9.1433 3.3952 -0.011 0.139 -0.024
C -3.1659 -9.8493 4.5236 0.020 -0.380 0.073
O -3.0211 -11.0435 4.6794 0.000 0.042 -0.020
H -6.1886 -7.0344 7.9202 0.008 -0.008 -0.011
H -6.0200 -9.4927 8.1441 0.015 0.006 -0.007
H -4.6206 -10.7829 6.5763 0.098 0.017 -0.101
H -4.9913 -5.8741 6.1030 0.069 -0.025 -0.116
H -2.1845 -6.0658 2.0061 -0.091 -0.013 0.125
H -0.8370 -7.3648 0.4006 -0.025 -0.023 -0.011
H -0.5296 -9.7993 0.7233 -0.011 0.007 0.010
H -1.5988 -10.9358 2.6338 -0.092 0.022 0.107
```
Forces are in eV/Å.

(5)
DFT (ωB97M-V with the def2-TZVPD basis set) results for an isolated ion of composition C3H10N5 and charge +1 at a distorted geometry.

The value obtained for the energy relative to the best compared isomer or geometry (same formula, charge and spin) is 204.6 kJ/mol. As for the largest force on an atom: 0.1157 Eh/bohr. The value obtained for the LUMO energy (alpha / beta) is -3.01 / -6.82 eV. For the HOMO energy (alpha / beta), the calculation gives -10.53 / -13.01 eV. Its spin multiplicity is 3. The total energy comes out at -10709.845 eV. As for the total charge: +1.

```
18
Properties=species:S:1:pos:R:3:forces:R:3
C 1.4765 -1.3888 0.4154 0.022 2.002 -4.272
C -1.7185 2.0824 1.1889 1.689 0.463 -0.634
C 1.9858 -0.5055 -1.9119 0.371 -1.846 -1.122
N 0.5403 -0.5684 0.6781 0.159 -1.569 0.120
N -0.0768 0.4719 0.9277 2.332 1.177 0.349
N -2.3323 -0.3223 0.6227 2.943 -0.057 -1.043
N -1.3342 0.7082 0.8572 -5.811 -0.349 -1.224
N 2.1498 -1.4222 -0.7875 -1.107 -0.886 2.435
H 1.6523 -2.1392 1.0854 0.606 -2.389 1.479
H -2.7936 2.1080 1.4133 0.562 0.166 -0.106
H -1.0620 2.2384 2.0839 -1.059 0.820 -0.630
H -1.4042 2.8027 0.3151 -0.762 -1.221 1.681
H 2.4868 0.3928 -1.5749 -0.299 0.566 -0.930
H 2.4150 -1.0326 -2.8173 0.496 0.974 1.212
H 0.9593 -0.4740 -2.3131 -0.057 0.685 1.141
H -2.4502 -0.5181 -0.3960 0.287 0.544 1.127
H -3.2027 -0.1696 1.0616 -0.728 0.590 0.793
H 2.7086 -2.2639 -0.8487 0.355 0.329 -0.379
```
Forces are in eV/Å.

(6)
DFT (ωB97M-V with the def2-TZVPD basis set) results for C13H26I2NOP2Sc as an isolated structure at a distorted geometry.

The value obtained for the energy relative to the best compared isomer or geometry (same formula, charge and spin) is 434.7 kJ/mol. As for the largest force on an atom: 0.1157 Eh/bohr. The value obtained for the LUMO energy (alpha / beta) is -7.62 / -7.57 eV. For the HOMO energy (alpha / beta), the calculation gives -14.29 / -14.66 eV. The total energy comes out at -72901.216 eV. As for the total charge: +2.

```
46
Properties=species:S:1:pos:R:3:forces:R:3
I 3.1964 3.5736 -1.5689 1.548 2.078 -1.301
I -0.7576 1.7344 -3.4981 -0.268 -1.026 1.274
Sc -0.5846 0.2200 -0.9893 1.318 0.332 0.651
P 1.6663 -1.0367 -1.8553 0.824 -1.454 -1.056
C 2.5428 0.0602 -3.0126 -0.533 0.548 -0.202
C 3.0872 -1.8876 -0.9931 -0.055 0.533 0.656
H 3.4917 -2.7285 -1.5883 -0.410 0.495 0.183
H 1.8681 -3.1634 -3.1429 -0.588 0.501 0.146
H 2.7757 -2.2471 0.0019 0.388 0.147 -0.474
H 0.2099 -2.9844 -2.3933 0.666 0.262 -0.503
H 3.0737 0.8233 -2.4343 0.366 -0.536 -0.185
H 3.8912 -1.1493 -0.8466 -0.264 -0.241 -0.013
C 1.0411 -2.4564 -2.9142 -0.415 0.451 -0.055
H 3.2023 -0.4946 -3.6900 -0.073 0.201 0.238
H 0.6440 -2.0147 -3.8485 0.173 -0.345 0.377
H 1.7881 0.6511 -3.5623 0.407 -0.572 -0.067
P -1.0567 2.4124 0.4816 -1.482 1.813 0.901
C -0.4650 3.8821 -0.4414 0.159 -0.417 -0.719
C -2.9402 2.5927 0.4912 0.254 -0.302 -0.523
H -0.5755 2.0195 2.8836 0.027 0.724 -0.185
H -1.4723 3.5878 2.6710 0.403 -0.507 -0.494
H 0.2737 3.4628 2.2538 -0.392 -0.249 0.041
C -0.6885 2.9207 2.2522 0.714 -0.523 -0.076
H -3.4065 1.5992 0.7016 0.205 0.951 -0.136
H -3.2579 3.3485 1.2494 0.270 -0.637 -0.648
H -0.9688 4.8080 -0.1228 0.317 -0.363 -0.085
H -0.6056 3.6737 -1.5231 -0.264 0.411 0.693
H -3.2350 2.9164 -0.5291 0.003 -0.158 0.628
H 0.6307 3.9280 -0.3387 -0.592 0.416 0.391
C 1.3478 1.3166 -0.3821 1.124 1.861 -1.439
O 2.1240 2.2267 -0.8152 -3.114 -4.308 2.677
C -2.3409 0.0225 2.7078 -0.032 1.072 -0.205
C -1.6357 -1.1448 2.1664 0.203 -1.246 -0.579
C -1.8255 -2.3719 2.8666 1.477 -0.338 -1.718
C -1.0759 -3.3021 2.2148 -0.843 0.160 1.051
C -0.4336 -2.6758 1.1326 -0.866 0.700 0.168
C 0.4440 -3.5236 0.3111 0.576 0.016 -0.676
N -0.8537 -1.3587 1.0398 0.441 0.960 -0.557
H -3.4289 -0.1610 2.5524 0.543 0.293 0.296
H -2.0553 0.9886 2.2546 -0.429 -0.869 0.380
H -2.1287 0.0719 3.8050 -0.353 0.004 -0.824
H -2.4662 -2.4782 3.6693 -1.010 -0.299 1.596
H -1.0087 -4.3428 2.4163 0.155 -0.602 0.273
H 1.1211 -4.0864 1.0049 -0.594 0.320 -0.689
H -0.2193 -4.2491 -0.2180 0.631 0.271 0.279
H 1.0670 -2.9837 -0.4199 -0.615 -0.526 0.512
```
Forces are in eV/Å.